Model a:
Formula: C15H22N2O4
Source: the OMol25 dataset
Level of theory: wB97M-V/def2-TZVPD

Atoms and positions in Å:
1 C -1.02426 0.18222 0.81345
2 C 0.31697 0.92860 0.80749
3 C -0.85229 -1.09861 1.65603
4 C -2.17011 -1.86758 1.77846
5 C -3.05584 -1.75667 2.90672
6 C -2.36876 -2.97379 0.92695
7 C -4.18771 -2.56509 3.02320
8 C -3.46672 -3.81972 1.05668
9 C -4.40927 -3.58538 2.07077
10 C 1.76739 2.43086 -0.43367
11 C 1.57853 3.84722 -0.91143
12 C 2.90183 1.77343 -1.21874
13 C 3.41904 0.52810 -0.49622
14 C 2.54583 1.55318 -2.69121
15 C 3.70756 1.03910 -3.50812
16 H -1.04028 -0.81291 -0.99409
17 H -2.47006 -0.26029 -0.43965
18 H -1.72038 0.84467 1.33212
19 H -0.06497 -1.71545 1.17545
20 H -0.55980 -0.83912 2.67399
21 H -2.86993 -0.98776 3.61237
22 H -1.54648 -3.20169 0.24896
23 H -4.94261 -2.44423 3.79316
24 H -3.49791 -4.66249 0.34511
25 H -5.59426 -4.89998 1.41603
26 H -0.13270 1.51946 -1.09966
27 H 2.09764 2.56427 0.57126
28 H 3.70664 2.53872 -1.30526
29 H 2.60276 -0.21790 -0.43393
30 H 4.25384 0.13771 -1.12748
31 H 3.80524 0.71596 0.46517
32 H 1.68228 0.90804 -2.84148
33 H 2.17023 2.51739 -3.11351
34 H 3.88048 -0.02444 -3.34075
35 H 3.47574 1.12843 -4.56815
36 H 4.68942 1.47865 -3.22285
37 H -0.07421 3.83509 0.07855
38 N -1.49020 0.00138 -0.56418
39 N 0.56355 1.64715 -0.33719
40 O 1.12935 0.86972 1.72931
41 O -5.58414 -4.23292 2.13323
42 O 2.38497 4.51960 -1.54027
43 O 0.44361 4.45706 -0.42664

Values from the calculation:
- HOMO level (eV) = -8.7
- orbital gap (eV) = 9.15
- SMILES = CC[C@H](C)[C@H](NC(=O)[C@@H](N)Cc1ccc(O)cc1)C(=O)O
- LUMO level (eV) = 0.449

Mulliken atomic charge list, values in e, 2 entries:
1. C 0.577
2. C -0.123


Model b:
Formula: C15H22N2O4
Source: the OMol25 dataset
Level of theory: wB97M-V/def2-TZVPD

Atoms and positions in Å:
1 O -0.19845 1.88729 0.86420
2 C -0.69916 0.91740 0.31830
3 N 0.04320 0.02224 -0.38262
4 C 1.47974 0.15387 -0.50130
5 C 2.14366 -0.43214 0.74193
6 O 3.55448 -0.32239 0.59195
7 C 1.91230 -0.66531 -1.71005
8 O 1.52556 -1.81272 -1.83224
9 N 2.76440 -0.11672 -2.63921
10 C 3.95598 -0.83374 -3.07389
11 C 5.08048 -0.17098 -2.27305
12 C 4.51543 1.21742 -1.96227
13 O 3.14912 1.21667 -2.43791
14 C -2.18131 0.64734 0.36938
15 C -2.82825 0.72021 1.77949
16 C -3.91480 1.61201 1.18759
17 C -3.08751 1.82948 -0.07509
18 C -5.40527 1.33869 1.23312
19 C -4.81581 2.54257 1.87074
20 C -4.85853 3.22542 3.17906
21 C -5.04078 4.00167 1.88015
22 H -0.37179 -0.81706 -0.75507
23 H 1.73423 1.20486 -0.59918
24 H 1.78759 0.13424 1.60555
25 H 1.83919 -1.47890 0.83378
26 H 3.97534 -0.68212 1.37757
27 H 3.82001 -1.89147 -2.86459
28 H 4.08618 -0.69251 -4.14639
29 H 5.26029 -0.71890 -1.35138
30 H 6.00485 -0.12375 -2.84523
31 H 4.52043 1.42265 -0.89284
32 H 5.01722 2.01941 -2.50084
33 H -2.43954 -0.27614 -0.14966
34 H -3.13986 -0.22574 2.22140
35 H -2.18374 1.26290 2.47244
36 H -2.53685 2.77076 -0.04911
37 H -3.59295 1.71955 -1.03377
38 H -5.96632 1.46742 0.31460
39 H -5.74697 0.53394 1.87400
40 H -5.73040 3.08782 3.80539
41 H -3.92696 3.36106 3.71421
42 H -4.22844 4.64486 1.56569
43 H -6.03237 4.37242 1.65515

Values from the calculation:
- HOMO level (eV) = -9.3
- orbital gap (eV) = 9.91
- SMILES = O=C([C@H](CO)NC(=O)[C@H]1C[C@@]2(C1)C[C@]21CC1)N1CCCO1
- LUMO level (eV) = 0.599

Mulliken atomic charge list, values in e, 2 entries:
1. O -0.707
2. C -0.324


Model c:
Formula: C15H22N2O4
Source: the OMol25 dataset
Level of theory: wB97M-V/def2-TZVPD

Atoms and positions in Å:
1 C -0.47611 -2.57705 0.52540
2 C 0.49951 -1.77867 -0.48083
3 C -1.83532 -2.83273 -0.24047
4 C -2.57906 -1.57856 -0.35392
5 C -3.27934 -1.03931 0.73724
6 C -2.50427 -0.78761 -1.49474
7 C -3.90755 0.18460 0.69358
8 C -3.04207 0.48304 -1.53182
9 C -3.77494 0.97833 -0.43501
10 C 2.34162 -0.20579 -0.59360
11 C 3.66607 -0.90297 -0.51030
12 C 2.75302 1.09650 0.10632
13 C 1.86989 2.28870 -0.14197
14 C 2.01521 3.30471 1.01743
15 C 0.37363 2.05139 -0.35022
16 H -0.63398 -1.15372 1.90875
17 H 0.28442 -2.35150 2.39215
18 H 0.00976 -3.58370 0.55394
19 H -1.64935 -3.16748 -1.25999
20 H -2.33903 -3.45386 0.40920
21 H -3.15945 -1.54522 1.71638
22 H -1.95858 -1.18790 -2.39858
23 H -4.53445 0.47595 1.54241
24 H -2.98314 1.01390 -2.46602
25 H -5.01845 2.16517 0.32654
26 H 1.92856 -1.51215 0.95241
27 H 2.00550 -0.17866 -1.64033
28 H 2.70780 0.79281 1.13230
29 H 3.77845 1.43328 -0.01469
30 H 2.19944 2.66761 -1.07415
31 H 1.65717 2.96820 1.98944
32 H 1.61492 4.28117 0.74508
33 H 3.08919 3.62280 1.06213
34 H -0.03246 1.49343 0.52671
35 H -0.10328 3.04235 -0.49981
36 H 0.18869 1.45602 -1.28742
37 H 5.52263 -0.85743 -0.64827
38 N -0.60173 -2.17291 1.85267
39 N 1.40415 -0.99485 0.20697
40 O 0.46010 -1.85937 -1.68712
41 O -4.48780 2.12422 -0.46227
42 O 3.76325 -1.92102 0.15677
43 O 4.76739 -0.28171 -0.98227

Values from the calculation:
- HOMO level (eV) = -8.1
- orbital gap (eV) = 8.67
- SMILES = CC(C)C[C@H](NC(=O)[C@@H](N)Cc1ccc(O)cc1)C(=O)O
- LUMO level (eV) = 0.540

Mulliken atomic charge list, values in e, 2 entries:
1. C 0.064
2. C 0.176


Model d:
Formula: C15H22N2O4
Source: the OMol25 dataset
Level of theory: wB97M-V/def2-TZVPD

Atoms and positions in Å:
1 C 2.90361 3.50251 -3.98189
2 H 2.01300 4.09793 -4.20640
3 O 2.59535 2.13463 -3.87022
4 C 1.70000 1.74782 -2.91765
5 C 1.08762 2.59670 -2.00724
6 C 0.17736 2.07416 -1.10155
7 C -0.12020 0.72625 -1.07514
8 C 0.53083 -0.14440 -1.96936
9 C 1.42160 0.38002 -2.88924
10 H 1.93212 -0.24193 -3.60566
11 O 0.25332 -1.46589 -1.82626
12 C 0.71354 -2.35542 -2.81366
13 H 1.80677 -2.42748 -2.81160
14 H 0.36773 -2.05885 -3.80747
15 H 0.28727 -3.32468 -2.55932
16 N -1.07770 0.22092 -0.16751
17 C -2.14819 -0.50957 -0.56016
18 O -2.51789 -0.62889 -1.70690
19 C -2.90064 -1.12157 0.62033
20 C -1.97950 -1.92642 1.54254
21 N -1.05166 -1.06488 2.26513
22 C 0.20427 -1.71436 2.60527
23 C 1.15018 -0.67153 3.20372
24 O 0.59400 -0.06465 4.34617
25 C -0.63853 0.54063 4.03665
26 C -1.62856 -0.47300 3.46111
27 H -2.55927 0.03477 3.20315
28 H -1.84510 -1.24199 4.22270
29 H -1.01563 0.96274 4.96942
30 H -0.48389 1.34983 3.30562
31 H 2.08214 -1.13717 3.52776
32 H 1.37029 0.09374 2.44265
33 H 0.64791 -2.12641 1.69667
34 H 0.05467 -2.52898 3.33393
35 H -2.58636 -2.52778 2.23835
36 H -1.39446 -2.61386 0.92699
37 H -3.38832 -0.31761 1.17480
38 H -3.67482 -1.77533 0.21843
39 H -0.83430 0.14953 0.82052
40 H -0.32245 2.73156 -0.40610
41 H 1.29156 3.65474 -1.99739
42 H 3.60623 3.57969 -4.81022
43 H 3.37612 3.88446 -3.07097

Values from the calculation:
- HOMO level (eV) = -8.0
- orbital gap (eV) = 8.80
- SMILES = COc1ccc(NC(=O)CCN2CCOCC2)c(OC)c1
- LUMO level (eV) = 0.785

Mulliken atomic charge list, values in e, 2 entries:
1. C -0.866
2. H 0.349


Most stable: model a. Least stable: model b.


Model a:
Formula: C6H6N2O2
Source: the OMol25 dataset
Level of theory: wB97M-V/def2-TZVPD

Atoms and positions in Å:
1 C 1.06294 2.55449 -4.71349
2 C 0.85164 2.47581 -3.51432
3 C -0.30301 0.40736 0.58691
4 C 0.94804 -0.27372 0.90221
5 C 0.93608 -1.34467 1.70312
6 C -1.50869 -1.47960 1.81702
7 H 0.92474 2.77521 -5.75530
8 H 0.55526 2.17601 -2.51169
9 H -2.40247 -0.00502 0.84419
10 H 1.89506 0.25514 0.68334
11 H 1.81765 -1.84217 2.06038
12 H -0.15828 -2.83062 2.60643
13 N -1.44185 -0.35422 0.98119
14 N -0.22669 -1.93501 2.09117
15 O -0.45568 1.46800 0.01287
16 O -2.49472 -2.04697 2.20599

Values from the calculation:
- HOMO level (eV) = -9.7
- orbital gap (eV) = 10.17
- SMILES = O=c1cc[nH]c(=O)[nH]1.C#C
- LUMO level (eV) = 0.431

Mulliken atomic charge list, values in e, 2 entries:
1. C -0.277
2. C -0.405


Model b:
Formula: C6H6N2O2
Source: the OMol25 dataset
Level of theory: wB97M-V/def2-TZVPD

Atoms and positions in Å:
1 C -2.06145 -0.24358 -0.14003
2 C -1.49710 1.13323 -0.11426
3 C -0.26230 1.57624 0.38683
4 C 0.89437 0.66430 0.23752
5 C 2.16562 0.94733 -0.05096
6 C 1.97270 -1.18549 -0.11656
7 H -0.52268 -1.56246 0.05172
8 H -2.23738 1.85410 -0.48472
9 H 0.02474 2.55830 0.23569
10 H 2.45305 1.89905 -0.59224
11 H 3.91316 -0.32334 0.13400
12 H 2.31322 -2.26645 -0.07346
13 N 2.96845 -0.27511 -0.26219
14 N 0.78149 -0.69805 0.15788
15 O -1.58447 -1.42186 0.28728
16 O -3.34862 -0.16555 -0.25677

Values from the calculation:
- HOMO level (eV) = -9.0
- orbital gap (eV) = 8.76
- SMILES = O=C(O)/C=C\c1c[nH]cn1
- LUMO level (eV) = -0.266

Mulliken atomic charge list, values in e, 2 entries:
1. C 0.457
2. C -0.041


Most stable: model a. Least stable: model b.


Model a:
Formula: C6H6N2O2
Source: the OMol25 dataset
Level of theory: wB97M-V/def2-TZVPD

Atoms and positions in Å:
1 O -2.77467 1.28862 -1.17812
2 O 1.60376 -1.62431 -0.63711
3 C -1.74282 0.68785 -0.95575
4 C 0.69167 -0.82787 -0.59152
5 C 1.56128 0.67090 -2.50393
6 C -2.55206 -0.42205 1.08502
7 C 0.58428 0.30375 -1.57656
8 C -1.60465 -0.32172 0.09143
9 N -0.59726 1.06610 -1.66575
10 N -0.39335 -1.05315 0.24257
11 H 2.50827 0.14710 -2.53061
12 H 1.35821 1.47041 -3.19541
13 H -2.44507 -1.13642 1.86407
14 H -3.46357 0.20122 1.14186
15 H -0.79026 1.58806 -2.48054
16 H -0.37359 -1.85476 0.89178

Values from the calculation:
- HOMO level (eV) = -9.1
- orbital gap (eV) = 8.82
- SMILES = C=c1[nH]c(=O)c(=C)[nH]c1=O
- LUMO level (eV) = -0.243

Mulliken atomic charge list, values in e, 2 entries:
1. O -0.622
2. O -0.613


Model b:
Formula: C6H6N2O2
Source: the OMol25 dataset
Level of theory: wB97M-V/def2-TZVPD

Atoms and positions in Å:
1 C -0.22461 -0.10480 -0.06909
2 C -0.30768 -0.10306 -1.47842
3 C 0.61675 -0.83970 -2.22562
4 C 1.59863 -1.61646 -1.59774
5 C 1.68379 -1.56028 -0.18370
6 C 0.83326 -0.78499 0.57317
7 H -3.04258 0.59198 0.53487
8 H -1.12178 0.44685 -1.89985
9 H 0.52506 -0.82514 -3.29063
10 H 2.28641 -2.29908 -2.07217
11 H 2.42090 -2.16819 0.32279
12 H 1.09295 -0.69216 1.62505
13 N -1.09824 0.67626 0.70607
14 N -0.70053 1.52512 1.71437
15 O -2.26585 1.11688 0.13784
16 O 0.41955 1.33210 2.07782

Values from the calculation:
- HOMO level (eV) = -8.9
- orbital gap (eV) = 9.26
- SMILES = O=NN(O)c1ccccc1
- LUMO level (eV) = 0.354

Mulliken atomic charge list, values in e, 2 entries:
1. C 0.295
2. C -0.358


Most stable: model a. Least stable: model b.


Model a:
Formula: C6H6N2O2
Source: the OMol25 dataset
Level of theory: wB97M-V/def2-TZVPD

Atoms and positions in Å:
1 N 0.75729 2.42002 -0.38975
2 C -0.65148 2.48659 -0.35665
3 O -1.30659 3.41258 -0.73218
4 O -1.29512 1.39996 0.19339
5 C -0.64553 0.18979 0.27314
6 C -0.80513 -0.71695 -0.76926
7 C -0.17568 -1.94698 -0.65121
8 C 0.56945 -2.20916 0.49207
9 C 0.65081 -1.22401 1.46637
10 N 0.05367 -0.03721 1.36464
11 H 1.10059 1.99566 -1.24162
12 H 1.12721 1.92691 0.41402
13 H -1.40967 -0.45713 -1.62762
14 H -0.27230 -2.68524 -1.43721
15 H 1.07617 -3.15515 0.63376
16 H 1.22631 -1.39969 2.36810

Values from the calculation:
- HOMO level (eV) = -10.1
- orbital gap (eV) = 10.57
- SMILES = NC(=O)Oc1ccccn1
- LUMO level (eV) = 0.512

Mulliken atomic charge list, values in e, 2 entries:
1. N -0.546
2. C 0.475


Model b:
Formula: C6H6N2O2
Source: the OMol25 dataset
Level of theory: wB97M-V/def2-TZVPD

Atoms and positions in Å:
1 C -0.91077 -1.20216 -1.69982
2 C -1.73796 -2.14517 -1.57064
3 C -0.16049 0.28135 -0.32405
4 C -1.88457 -1.47451 0.66094
5 C 2.17933 0.91332 0.20161
6 C 0.76266 1.40001 -0.01317
7 N -0.14873 -0.11897 -1.56038
8 N -0.98574 -0.37570 0.63895
9 O -2.22939 -1.73897 1.78470
10 O -2.41109 -2.21313 -0.32398
11 H 2.26568 -0.00741 -0.20964
12 H 2.46387 1.02769 1.28076
13 H 2.94929 1.48139 -0.46654
14 H 0.60027 2.20903 -0.88079
15 H 0.44974 1.89102 0.96466
16 H -1.20210 0.07222 1.51739

Values from the calculation:
- HOMO level (eV) = -9.1
- orbital gap (eV) = 8.60
- SMILES = CCC1=NC#COC(=O)N1
- LUMO level (eV) = -0.508

Mulliken atomic charge list, values in e, 2 entries:
1. C 0.482
2. C -0.423


Most stable: model a. Least stable: model b.


Model a:
Formula: C2H12O3S
Source: the OMol25 dataset
Level of theory: wB97M-V/def2-TZVPD

Atoms and positions in Å:
1 C -1.39347 -0.49798 0.07481
2 C -2.22542 0.75525 -0.25843
3 S -2.08247 0.90425 -2.25225
4 H -1.34683 -0.70403 1.12914
5 H -0.42021 -0.56044 -0.09599
6 H -1.80835 -1.49371 -0.30896
7 H -3.23261 0.75145 -0.08077
8 H -2.03200 1.65778 0.15887
9 H -2.31172 2.14343 -2.34415
10 H 1.86732 0.93212 0.23723
11 H 2.83506 0.82067 1.34843
12 O 2.28125 0.31195 0.85801
13 H 1.63351 -1.18655 2.70351
14 H 1.04036 -1.80980 1.38718
15 O 1.36222 -1.97381 2.21678
16 H 2.43326 -0.45127 -1.25594
17 H 1.78675 0.43824 -2.14150
18 O 1.61333 -0.03755 -1.37595

Values from the calculation:
- HOMO level (eV) = -9.0
- orbital gap (eV) = 9.43
- SMILES = CCS.O.O.O
- LUMO level (eV) = 0.436

Mulliken atomic charge list, values in e, 2 entries:
1. C -0.887
2. C -0.661


Model b:
Formula: C2H12O3S
Source: the OMol25 dataset
Level of theory: wB97M-V/def2-TZVPD

Atoms and positions in Å:
1 C 1.33729 2.74033 0.25924
2 S -0.28802 3.20641 -0.37151
3 C -1.25099 3.77375 1.05977
4 H 1.35290 2.67247 1.34951
5 H 2.06174 3.45056 -0.12696
6 H 1.58830 1.74218 -0.01689
7 H -0.54424 3.97085 1.87126
8 H -1.66405 4.73772 0.79132
9 H -1.91473 3.00683 1.44851
10 H -2.12869 -5.36482 -2.31862
11 H -0.81577 -4.56677 -2.16093
12 O -1.30510 -5.33699 -1.81703
13 H 1.19506 -1.86419 1.79472
14 H -0.00366 -1.17323 1.19492
15 O 0.82414 -1.59920 0.94401
16 H 0.54429 -2.34703 -1.43066
17 H 0.48723 -3.76704 -0.82067
18 O 0.52430 -3.28183 -1.65001

Values from the calculation:
- HOMO level (eV) = -8.6
- orbital gap (eV) = 8.92
- SMILES = CSC.O.O.O
- LUMO level (eV) = 0.320

Mulliken atomic charge list, values in e, 2 entries:
1. C -0.776
2. S -0.100


Most stable: model b. Least stable: model a.